1.
This record from the Open Molecules 2025 dataset describes a single C3H5N3OS molecule at a distorted geometry. The level of theory is ωB97M-V with the def2-TZVPD basis set.

Element x y z (Å)
H1 1.97 -1.36 1.77
N1 2.11 -0.70 0.96
C1 0.99 -0.27 0.52
C2 1.37 0.83 -0.36
N2 0.63 1.38 -1.26
S1 -0.98 1.45 -1.61
C3 -1.86 0.25 -0.52
O1 -1.12 -0.82 -0.14
N3 -0.29 -0.72 0.88
H2 2.46 0.96 -0.25
H3 -2.73 -0.06 -1.26
H4 -2.48 0.86 0.32
H5 -0.05 -1.81 0.94

E_LUMO = 0.196 eV
Net charge = 0
Structure (SMILES) = [H]/N=C1/C=NSCON1
Kohn-Sham gap = 0.3284 hartree


2.
This record from the Open Molecules 2025 dataset describes a single C3H5N3S molecule at a distorted geometry. The level of theory is ωB97M-V with the def2-TZVPD basis set.

Element x y z (Å)
N1 1.97 -0.75 0.01
C1 0.80 -0.09 -0.17
C2 0.45 1.26 -0.03
N2 -0.91 1.26 0.10
C3 -1.24 -0.04 0.01
S1 -2.99 -0.30 0.08
N3 -0.32 -0.86 -0.17
H1 2.04 -0.94 1.09
H2 2.76 -0.02 -0.22
H3 1.30 2.04 0.11
H4 -3.58 0.46 -0.91
H5 -0.28 -2.00 0.10

E_LUMO = 0.464 eV
Net charge = 0
Structure (SMILES) = Nc1cnc(S)[nH]1
Kohn-Sham gap = 0.3095 hartree


3.
This record from the Open Molecules 2025 dataset describes a single C3H5N3S molecule at a distorted geometry. The level of theory is ωB97M-V with the def2-TZVPD basis set.

Element x y z (Å)
C1 -3.14 1.09 -0.08
C2 -1.34 -0.55 -0.15
C3 0.40 1.00 -0.09
N1 -2.25 0.28 0.11
N2 -0.02 -0.26 -0.17
N3 2.73 -0.44 0.07
S1 2.04 1.18 -0.04
H1 -3.93 1.45 0.80
H2 -1.57 -1.45 -0.60
H3 0.81 -0.87 -0.34
H4 3.52 -0.63 -0.49
H5 2.76 -0.80 0.99

E_LUMO (alpha / beta) = 0.440 / 0.440 eV
Net charge = 0
Kohn-Sham gap (alpha / beta) = 0.2846 / 0.2846 hartree


4.
This record from the Open Molecules 2025 dataset describes a single C3H5N3S molecule at a distorted geometry. The level of theory is ωB97M-V with the def2-TZVPD basis set.

Element x y z (Å)
N1 0.24 -1.29 1.60
N2 0.42 -0.52 0.36
C1 1.53 0.15 0.24
N3 1.57 1.05 -0.69
C2 0.30 1.09 -1.20
C3 -0.51 0.08 -0.51
S1 -2.42 -0.14 -0.55
H1 -0.73 -0.99 2.11
H2 -0.18 -2.16 1.20
H3 2.34 0.03 0.88
H4 0.02 1.69 -1.99
H5 -2.57 1.01 -1.46

E_LUMO = 0.328 eV
Net charge = 0
Structure (SMILES) = Nn1cncc1S
Kohn-Sham gap = 0.3152 hartree


5.
This record from the Open Molecules 2025 dataset describes a molecular structure, C3H5N3S at a distorted geometry. The level of theory is ωB97M-V with the def2-TZVPD basis set.

Element x y z (Å)
C1 -0.39 -0.93 1.23
C2 -0.29 0.52 0.72
C3 -0.39 0.76 -0.79
N1 0.25 -1.84 0.63
N2 0.88 1.03 -1.42
N3 1.73 0.30 -1.59
S1 1.10 -1.73 -0.79
H1 -0.96 -1.23 2.00
H2 -0.91 1.11 1.26
H3 0.73 0.93 1.00
H4 -0.48 -0.32 -1.22
H5 -1.26 1.41 -1.03

E_LUMO (alpha / beta) = 0.156 / 0.155 eV
Net charge = 0
Kohn-Sham gap (alpha / beta) = 0.3050 / 0.3050 hartree


6.
This record from the Open Molecules 2025 dataset describes a single C3H5N3S2 molecule at a distorted geometry. The level of theory is ωB97M-V with the def2-TZVPD basis set.

Element x y z (Å)
C1 -1.80 0.05 -0.77
N1 -0.49 0.13 -0.20
N2 0.54 0.05 -1.07
C2 1.74 -0.06 -0.66
N3 2.25 -0.15 0.71
S1 1.20 0.39 1.98
C3 -0.35 0.34 1.14
S2 -1.67 0.61 2.13
H1 -1.66 -0.19 -1.79
H2 -2.26 1.03 -0.64
H3 -2.36 -0.72 -0.23
H4 2.46 -0.33 -1.43
H5 2.41 -1.14 0.85

E_LUMO = -0.060 eV
Net charge = 0
Structure (SMILES) = CN1N=CNSC1=S
Kohn-Sham gap = 0.3138 hartree


7.
This record from the Open Molecules 2025 dataset describes 2 unconnected molecules or ions with the total composition C3H5N3S5 at a distorted geometry. The level of theory is ωB97M-V with the def2-TZVPD basis set.

Element x y z (Å)
S1 1.47 2.72 1.79
C1 0.30 1.63 1.28
N1 -0.60 1.97 0.32
C2 -1.51 1.06 -0.13
S2 -2.28 1.39 -1.53
N2 -1.64 -0.17 0.61
S3 -2.90 -1.26 0.19
C3 -0.79 -0.46 1.63
S4 -1.06 -1.82 2.44
N3 0.22 0.43 1.87
H1 -0.25 2.75 -0.18
H2 -3.50 -0.30 -0.59
H3 0.65 0.34 2.84
S5 1.14 -0.68 -0.99
H4 0.25 -0.33 -2.10
H5 1.66 0.47 -1.06

E_LUMO = -0.779 eV
Net charge = 0
Structure (SMILES) = S=c1[nH]c(=S)n(S)c(=S)[nH]1.S
Kohn-Sham gap = 0.3022 hartree


8.
This record from the Open Molecules 2025 dataset describes a gas-phase ion, C3H5N4 (charge +1) at a distorted geometry. The level of theory is ωB97M-V with the def2-TZVPD basis set.

Element x y z (Å)
C1 1.64 0.81 1.08
C2 -0.99 -0.04 -0.33
C3 -2.19 0.70 -0.52
N1 0.79 -1.65 -0.39
N2 2.04 -1.18 -0.08
N3 2.11 -0.22 0.75
N4 -0.11 -0.79 -0.47
H1 1.41 1.52 1.83
H2 -2.58 0.53 -1.53
H3 -2.94 0.40 0.21
H4 -2.00 1.77 -0.40
H5 2.81 -1.85 -0.15

E_LUMO (alpha / beta) = -5.266 / -5.267 eV
Net charge = +1
Kohn-Sham gap (alpha / beta) = 0.2745 / 0.2744 hartree


9.
This record from the Open Molecules 2025 dataset describes a gas-phase ion, C3H5N4O (charge +1) at a distorted geometry. The level of theory is ωB97M-V with the def2-TZVPD basis set.

Element x y z (Å)
C1 -0.87 0.42 -0.37
C2 -0.65 0.92 0.86
C3 -0.01 -0.58 -1.01
N1 0.98 -1.14 -0.51
N2 0.49 0.67 1.73
N3 1.31 -0.23 1.69
N4 -0.43 -1.09 -2.20
O1 2.24 -0.58 2.29
H1 -1.71 0.63 -0.91
H2 -1.22 1.61 1.31
H3 0.53 1.46 2.53
H4 -0.81 -0.32 -2.72
H5 0.15 -1.77 -2.67

E_LUMO (alpha / beta) = -5.651 / -7.044 eV
Net charge = +1
Kohn-Sham gap (alpha / beta) = 0.3131 / 0.2673 hartree


10.
This record from the Open Molecules 2025 dataset describes 2 unconnected molecules or ions with the total composition C3H5N4O6 at a distorted geometry. The level of theory is ωB97M-V with the def2-TZVPD basis set.

Element x y z (Å)
C1 -1.67 -0.19 -0.38
C2 0.75 1.04 1.01
C3 -0.56 -1.01 0.11
N1 0.60 1.93 0.05
N2 0.27 -1.65 -0.88
N3 -0.55 -1.45 1.39
N4 1.47 2.01 -0.97
O1 0.11 -1.39 -2.06
O2 -1.31 -0.88 2.20
O3 2.55 2.41 -0.62
O4 1.29 -2.27 -0.58
O5 0.34 -2.21 1.71
O6 1.07 1.99 -2.09
H1 -1.31 0.88 -0.69
H2 -1.95 -0.49 -1.36
H3 -2.56 -0.01 0.33
H4 1.47 0.27 0.98
H5 0.00 1.06 1.87

E_LUMO = 3.004 eV
Net charge = -1
Kohn-Sham gap = 0.2913 hartree


Energy relative to the best compared isomer or geometry (same formula, charge and spin) across the listed records, respectively: 122.6 59.8 127.7 68.4 93.6 40.3 0.0 145.8 140.8 7.8 kcal/mol.